Entry from the Open Molecules 2025 dataset: a 12-piece molecular cluster, C35H99F3N8O16S overall at a distorted geometry (ωB97M-V/def2-TZVPD).

Calculated values
Maximum force = 0.05982 hartree/bohr
Molecular weight = 977.3 g/mol
Kohn-Sham gap = 6.448 eV
HOMO level = -8.4 eV
Multiplicity = 1

Each line ends with the Mulliken charge.
Geometry (Å):
N 5.40727 22.43422 -3.03772  -0.401
H 6.06930 22.55686 -3.79056  0.389
H 4.75826 21.68149 -3.21740  0.290
H 4.97427 23.28815 -2.71613  0.273
H 5.98320 22.08831 -2.28357  0.391
C 1.76174 17.24391 -5.64551  0.538
F 2.74042 17.47982 -6.55800  -0.201
F 0.66807 17.95827 -5.89114  -0.216
F 1.41348 15.95039 -5.69396  -0.220
S 2.39271 17.63842 -3.83996  0.982
O 3.49910 16.71853 -3.58872  -0.637
O 2.91521 19.00923 -3.99857  -0.684
O 1.27420 17.60703 -2.90224  -0.581
C -2.10797 11.75490 -8.45093  -0.459
C -3.37305 11.23878 -7.68008  -0.215
O -4.40817 12.18507 -7.76898  -0.500
O -2.34552 12.13687 -9.82245  -0.554
H -1.31737 11.00990 -8.36135  0.276
H -1.69331 12.61558 -7.92615  0.288
H -3.09786 11.00175 -6.65237  0.275
H -3.67436 10.27277 -8.08521  0.232
H -4.24676 12.59044 -8.62410  0.322
H -2.32359 13.09657 -9.83238  0.316
C 1.62964 16.25326 3.17415  -0.462
C 2.76679 15.47653 2.39188  -0.222
O 4.07213 15.70113 2.92294  -0.517
O 0.32957 15.84442 2.74610  -0.510
H 1.76452 17.32935 3.06491  0.286
H 1.71694 16.04327 4.24016  0.303
H 2.65185 15.93661 1.41044  0.203
H 2.55812 14.42679 2.18551  0.338
H 4.12738 16.64623 3.08212  0.288
H 0.06680 16.30921 1.94828  0.288
C 5.96912 22.08100 -9.94889  -0.356
C 5.78450 20.67105 -9.47368  -0.283
O 6.44093 19.72216 -10.32278  -0.549
O 5.54178 22.34388 -11.28873  -0.516
H 7.00857 22.39742 -9.86224  0.275
H 5.43794 22.80969 -9.33654  0.303
H 4.74363 20.40722 -9.66101  0.206
H 6.09191 20.55127 -8.43481  0.315
H 7.31662 19.59760 -9.94962  0.303
H 6.02545 21.79301 -11.90858  0.301
C 1.95220 26.19074 -2.25145  -1.431
C 2.11549 25.25127 -1.11976  0.534
C 1.23704 24.01699 -1.25260  -0.801
O 1.07441 23.43350 0.00462  -0.402
C 1.67456 22.13462 0.22203  -0.721
N 3.41058 24.74520 -0.89955  -0.528
H 2.28802 25.76636 -3.19762  0.280
H 2.47577 27.12665 -2.05636  0.362
H 0.88704 26.31802 -2.44464  0.387
H 1.77304 25.75094 -0.21357  0.285
H 1.55957 23.32758 -2.03286  0.337
H 0.30330 24.48190 -1.56898  0.420
H 2.76436 22.15532 0.21773  0.243
H 1.22991 21.27537 -0.28003  0.322
H 1.54122 21.95046 1.28805  0.303
H 3.37474 24.16104 -0.07638  0.196
H 3.95359 25.52361 -0.55412  0.269
C -3.37555 20.16120 -1.03534  -1.450
C -3.23482 19.55515 0.34317  0.585
C -4.50490 19.60041 1.19734  -0.768
O -4.99621 20.98080 1.38011  -0.314
C -5.97639 21.12775 2.35108  -0.773
N -2.75090 18.23017 0.18534  -0.613
H -2.47273 20.02407 -1.63050  0.460
H -3.56671 21.22859 -0.92472  0.317
H -4.23022 19.76261 -1.58195  0.303
H -2.46248 20.10271 0.88333  0.147
H -4.33678 19.14619 2.17382  0.394
H -5.33135 19.08524 0.70778  0.349
H -5.61876 21.33584 3.35949  0.279
H -6.55855 20.22729 2.54692  0.337
H -6.55625 22.00475 2.06345  0.244
H -3.52664 17.68963 -0.16982  0.263
H -2.00888 18.25096 -0.49955  0.250
C 0.07795 8.28823 -4.61286  -1.438
C -0.68020 8.32807 -3.31918  0.577
C -0.49034 9.62904 -2.58019  -0.690
O 0.81124 10.15703 -2.62701  -0.293
C 0.92240 11.47917 -2.11676  -0.763
N -2.12321 8.13565 -3.52004  -0.767
H -0.27369 9.07259 -5.28310  0.308
H -0.05275 7.44778 -5.29452  0.421
H 1.12585 8.40549 -4.33672  0.327
H -0.32823 7.49298 -2.71350  0.266
H -0.89120 9.47157 -1.57888  0.277
H -1.09604 10.37993 -3.08751  0.337
H 1.96785 11.75516 -2.25447  0.252
H 0.48799 11.55820 -1.12019  0.303
H 0.39801 12.24504 -2.68819  0.325
H -2.19049 7.43382 -4.24324  0.262
H -2.34169 7.56346 -2.71694  0.303
C 8.35153 15.20480 -5.62469  -1.543
C 8.85881 15.86047 -4.36381  0.566
C 8.87283 17.43316 -4.51555  -0.687
O 9.28866 18.13138 -3.28583  -0.372
C 10.70918 18.17714 -2.95194  -0.576
N 8.05088 15.54823 -3.16647  -0.721
H 8.25361 14.12050 -5.57181  0.368
H 8.95366 15.39364 -6.51344  0.372
H 7.37124 15.60694 -5.88046  0.306
H 9.87147 15.50675 -4.17019  0.253
H 7.82138 17.69119 -4.64197  0.325
H 9.31467 17.78017 -5.44961  0.397
H 11.01628 17.14471 -3.11892  0.229
H 10.96736 18.47250 -1.93499  0.242
H 11.14310 18.86056 -3.68184  0.260
H 7.09146 15.83022 -3.30822  0.268
H 8.30970 16.32842 -2.57960  0.318
C 4.04963 12.92482 -9.77183  -1.396
C 4.63556 13.50707 -11.12469  0.294
C 3.95394 14.91362 -11.51743  -0.640
O 2.67473 14.87383 -12.17771  -0.323
C 2.32115 16.11877 -12.77300  -0.706
N 6.02630 13.67577 -10.76837  -0.759
H 4.57886 12.01593 -9.48558  0.457
H 3.06087 12.62271 -10.11706  0.312
H 4.01128 13.69798 -9.00446  0.350
H 4.61890 12.71747 -11.87592  0.286
H 4.69836 15.38438 -12.15956  0.377
H 3.79169 15.51971 -10.62612  0.324
H 1.42104 16.04780 -13.38362  0.244
H 3.14515 16.60284 -13.29722  0.304
H 2.08360 16.77623 -11.93668  0.308
H 6.13610 12.99130 -10.03384  0.295
H 6.10588 14.55228 -10.27288  0.277
C -2.83567 22.10177 -6.40417  -1.492
C -2.16883 23.24445 -5.68885  0.757
C -1.14233 24.16175 -6.55550  -0.645
O -0.16068 23.43231 -7.24248  -0.377
C 0.82985 22.80134 -6.39584  -0.610
N -3.23154 24.04111 -5.16111  -0.686
H -2.12692 21.34574 -6.74211  0.310
H -3.34426 22.49364 -7.28501  0.339
H -3.56357 21.59937 -5.76711  0.399
H -1.57391 22.81652 -4.88198  0.060
H -0.60591 24.85768 -5.91049  0.304
H -1.67510 24.82046 -7.24133  0.356
H 1.47921 22.26180 -7.08529  0.240
H 0.41597 22.11065 -5.66117  0.313
H 1.49272 23.44349 -5.81588  0.226
H -3.78268 24.57454 -5.81823  0.258
H -3.95161 23.51252 -4.68975  0.253
C -4.70971 18.23529 -9.71514  -1.511
C -4.37057 16.97290 -10.52581  0.449
C -4.22456 17.27151 -12.02622  -0.830
O -3.05715 18.05209 -12.41712  -0.376
C -3.04647 18.42185 -13.81782  -0.719
N -3.16354 16.44655 -10.04578  -0.599
H -4.54187 18.10403 -8.64616  0.438
H -5.76003 18.47302 -9.88373  0.389
H -4.13952 19.11977 -9.99917  0.303
H -5.15413 16.24548 -10.31369  0.245
H -5.13010 17.82665 -12.27097  0.386
H -4.25508 16.38803 -12.66390  0.466
H -2.19085 19.04822 -14.07018  0.244
H -3.93245 19.03541 -13.98119  0.304
H -3.05869 17.52106 -14.43145  0.298
H -2.53874 16.93613 -10.67032  0.309
H -2.93920 16.83168 -9.13945  0.219